No. 1
{"formula": "C3H3NO2", "method": "ωB97M-V/def2-TZVPD", "elements": ["C", "C", "C", "N", "O", "O", "H", "H", "H"], "xyz": [[0.3674, -0.4294, 0.9974], [1.1499, 0.5658, -1.7872], [-1.0676, -0.2184, 0.8713], [1.5058, -0.3061, 1.0626], [2.2490, 0.8647, -1.8269], [0.0800, 0.1955, -1.9285], [-1.2392, 0.6706, 0.4732], [-1.4524, -0.2512, 1.7833], [-1.5930, -1.0915, 0.3549]], "forces_ev_per_angstrom": [[-15.3, -5.3, -0.5], [0.7, -0.3, -1.1], [2.6, -3.6, -1.9], [14.9, 3.4, 0.7], [1.9, 0.9, 0.5], [-2.5, -0.5, 0.4], [-1.6, 4.1, -2.4], [-1.6, 0.1, 4.3], [0.9, 1.3, 0.0]], "lumo_energy_ev": [0.60, -3.85], "total_charge": 0, "multiplicity": 3, "orbital_gap_ev": [6.0, 8.5], "de_lowest_kcal_mol": 45.1, "homo_energy_ev": [-5.439, -12.332], "energy_ha": -321.1061}

=====

No. 2
{"formula": "C3H3NO2S", "method": "ωB97M-V/def2-TZVPD", "elements": ["O", "C", "C", "O", "N", "C", "S", "H", "H", "H"], "xyz": [[1.1628, 0.8762, 2.0372], [1.0281, -0.1505, 1.4436], [-0.2436, -0.6009, 0.5765], [-1.2672, 0.3248, 0.6164], [-1.3812, 0.9171, -0.8007], [-0.7114, 0.4190, -1.6815], [0.5985, -0.7711, -1.0559], [1.8233, -0.9450, 1.0783], [-0.5149, -1.6200, 0.9730], [-0.8195, 0.8696, -2.8130]], "forces_ev_per_angstrom": [[0.1, -1.1, -0.1], [-0.3, -0.7, -2.1], [2.0, -0.6, 2.2], [0.2, 0.6, -3.8], [-3.4, 1.5, 3.8], [3.2, -1.1, -3.0], [-1.9, 0.7, -1.1], [-0.2, 1.3, 1.5], [-0.2, 0.9, -0.5], [0.5, -1.4, 3.1]], "lumo_energy_ev": 0.22, "total_charge": 0, "multiplicity": 1, "orbital_gap_ev": 9.5, "de_lowest_kcal_mol": 113.8, "homo_energy_ev": -9.312, "energy_ha": -719.3989}